This record from the OMol25 dataset describes C26H46Cl2O2P2Rh as an isolated structure in a non-equilibrium geometry. The level of theory is ωB97M-V with the def2-TZVPD basis set.

Highest occupied orbital energy (spin up / spin down) in eV: -9.7 / -11.0
F_max in eV Å⁻¹: 10.5
Frontier orbital gap (spin up / spin down) in eV: 7.08 / 4.60
Charge: +1
Spin multiplicity: 5

CARTESIAN COORDINATES (ANGSTROEM)
Rh: -0.276 0.655 -0.082
C: -2.266 0.329 0.671
C: -1.602 0.182 1.926
C: -0.840 2.214 0.935
C: -1.926 1.663 0.058
C: -0.639 1.206 2.018
C: -3.344 -0.655 0.246
H: -3.238 -1.622 0.784
H: -3.276 -0.863 -0.831
H: -4.369 -0.292 0.482
C: -1.929 1.763 -1.422
H: -2.765 1.154 -1.829
H: -1.014 1.252 -1.903
H: -1.931 2.792 -1.811
C: 0.360 2.938 0.435
H: 0.209 3.962 0.054
H: 0.886 2.368 -0.419
H: 1.135 2.912 1.252
C: 0.326 1.274 3.188
H: -0.051 0.736 4.081
H: 0.501 2.311 3.506
H: 1.295 0.809 2.944
C: -2.041 -0.736 3.034
H: -3.075 -0.508 3.349
H: -1.427 -0.668 3.944
H: -2.095 -1.789 2.698
C: 0.412 -2.030 -1.366
C: -0.516 -2.805 -0.746
C: -0.285 -3.642 0.463
C: 1.000 -3.524 1.399
C: 1.523 -2.235 2.017
C: 2.235 -1.335 1.293
C: 2.731 -1.502 -0.114
C: 1.893 -2.216 -1.229
H: -0.165 -4.675 0.097
H: 1.796 -4.034 0.854
H: -1.205 -3.646 1.080
H: 2.156 -3.282 -1.197
H: 0.109 -1.399 -2.255
H: -1.593 -2.653 -0.968
H: 2.331 -1.871 -2.183
H: 3.051 -0.529 -0.527
H: 2.498 -0.341 1.710
H: 3.687 -2.058 -0.057
H: 0.694 -4.133 2.264
H: 0.956 -1.909 2.900
P: -1.984 0.576 -4.084
C: -3.443 1.492 -4.769
H: -3.573 1.178 -5.803
H: -3.246 2.563 -4.775
H: -4.351 1.255 -4.213
C: -0.879 1.127 -5.452
H: -1.344 0.825 -6.393
H: 0.095 0.646 -5.348
H: -0.798 2.217 -5.433
C: -2.466 -1.027 -4.849
H: -2.677 -0.836 -5.906
H: -3.368 -1.416 -4.363
H: -1.633 -1.730 -4.773
P: 3.214 3.242 0.258
C: 3.833 4.019 1.820
H: 4.784 4.496 1.577
H: 3.995 3.257 2.586
H: 3.141 4.792 2.166
C: 4.846 2.634 -0.324
H: 5.547 3.459 -0.182
H: 4.767 2.382 -1.387
H: 5.148 1.777 0.285
C: 3.257 4.843 -0.661
H: 4.269 5.229 -0.556
H: 2.570 5.560 -0.214
H: 3.040 4.666 -1.716
Cl: -0.345 -5.717 4.095
C: -1.382 -4.582 4.974
Cl: -0.514 -3.085 5.369
C: -2.635 -4.172 3.959
O: -3.627 -4.578 4.579
O: -2.394 -3.615 2.893
H: -1.760 -5.043 5.898